89
Properties=species:S:1:pos:R:3:forces:R:3 method="wB97M-V/def2-TZVPD" e_tot_ev=-56539.075 homo_energy_ev=-3.7018 charge=0 gap_ev=3.321
Cd 0.0000 0.0000 0.0000 3.374 0.677 0.220
C -1.6658 -2.2242 6.4636 0.034 -0.064 -0.094
C -0.1786 -2.3827 6.2835 0.117 -0.186 0.319
C 0.5790 -2.9185 7.3384 0.288 0.270 -0.625
C 1.9563 -3.0834 7.2129 -0.025 0.001 0.003
C 2.5930 -2.7040 6.0367 -0.417 0.076 -0.042
C 1.8517 -2.1637 4.9837 0.203 0.107 0.112
C 0.4623 -1.9951 5.0836 0.784 -0.846 0.356
N -0.3224 -1.4934 4.0178 -0.545 0.664 0.900
C -0.0024 -1.3369 2.6818 0.145 -0.111 -1.010
N 0.7539 -2.3773 2.1890 -0.644 0.160 0.558
C 1.2694 -2.5947 0.8936 1.651 0.070 -2.629
C 1.1513 -1.6383 -0.1245 1.465 -2.912 0.274
C 1.7008 -1.8246 -1.3907 1.308 -1.667 0.944
C 2.4125 -2.9840 -1.6657 0.099 0.042 -0.077
C 2.5754 -3.9448 -0.6692 -0.417 0.325 0.197
C 2.0213 -3.7600 0.6126 0.103 -0.255 0.038
C 2.2536 -4.8235 1.6531 0.057 -0.015 -0.012
N -0.4483 -0.3593 1.9431 -1.384 -1.858 4.839
C -1.2573 0.6458 2.4904 -0.012 -0.004 1.498
C -0.6558 1.8289 2.9326 -0.271 0.181 0.854
C -1.4218 2.8535 3.4876 -0.107 -0.489 -0.047
C -2.8011 2.7028 3.6010 -0.073 -0.057 -0.040
C -3.4152 1.5340 3.1490 0.516 0.108 -0.153
C -2.6545 0.5037 2.5748 -0.247 0.359 0.354
C -3.3336 -0.7477 2.0940 -0.184 0.054 0.138
H -2.0083 -2.6756 7.4008 0.176 0.123 -0.144
H -2.2063 -2.7165 5.6488 -0.029 0.206 -0.001
H -1.9305 -1.1622 6.4885 -0.188 -0.077 -0.084
H 0.0959 -3.2147 8.2674 -0.061 0.095 -0.232
H 2.5319 -3.5008 8.0349 -0.095 0.050 -0.117
H 3.6694 -2.8186 5.9388 -0.183 0.050 -0.044
H 2.3874 -1.8451 4.0919 -0.256 -0.051 0.085
H -0.9761 -0.7970 4.3571 -0.068 -0.007 -0.342
H 0.7480 -3.1924 2.7828 0.136 0.124 0.126
H 1.5675 -1.0581 -2.1473 0.625 -1.082 0.259
H 2.8458 -3.1379 -2.6501 0.097 -0.117 0.011
H 3.1462 -4.8428 -0.8967 -0.098 0.052 0.231
H 2.8796 -5.6357 1.2684 -0.135 0.151 0.028
H 1.3010 -5.2621 1.9668 0.064 -0.069 0.222
H 2.7672 -4.3994 2.5220 -0.126 -0.121 0.110
H 0.4205 1.9461 2.8359 -0.146 -0.238 0.028
H -0.9414 3.7684 3.8237 -0.043 -0.121 -0.059
H -3.4015 3.5008 4.0306 0.056 -0.126 -0.024
H -4.4951 1.4362 3.2347 0.122 -0.099 -0.047
H -4.4138 -0.5985 1.9918 0.114 0.016 0.119
H -3.1689 -1.5626 2.8059 0.002 -0.145 -0.212
H -2.9556 -1.0431 1.1099 -0.778 0.294 1.133
C -3.6228 2.0922 -0.3613 -1.485 1.970 0.573
C -2.2475 2.4919 0.0157 0.221 0.786 0.251
N -1.1886 1.7129 0.0876 -1.628 3.640 -0.161
C -0.1545 2.5250 0.4738 -0.672 4.233 -0.177
C -0.5882 3.8176 0.6398 0.153 -0.755 -0.550
N -1.9226 3.7844 0.3453 -0.796 -0.401 -0.289
H -3.6653 1.0220 -0.5854 -3.764 3.696 0.856
H -3.9534 2.6398 -1.2492 -0.067 -0.002 0.017
H -4.3212 2.2973 0.4559 -0.002 0.147 -0.021
H 0.8454 2.1346 0.6111 0.239 -0.211 -0.062
H -0.0813 4.7257 0.9315 -0.044 -0.175 -0.033
H -2.5619 4.5668 0.3645 0.018 -0.216 0.001
N -3.1469 -2.0605 -2.9170 -1.266 -0.832 -0.498
C -3.7028 -0.9542 -2.0640 0.513 0.243 0.159
C -2.5521 -0.2268 -1.3437 -1.339 -0.316 2.136
N -1.6607 -1.1222 -0.5907 -3.958 -2.698 -1.705
C -1.1690 -2.2349 -1.4173 0.173 -1.449 0.452
C -2.2834 -3.0150 -2.1394 0.310 0.382 0.279
H -2.5834 -1.6449 -3.6708 0.207 0.180 0.338
H -3.9136 -2.5720 -3.3718 0.192 0.121 0.371
H -4.3985 -1.4152 -1.3551 0.086 -0.029 -0.089
H -4.2490 -0.2810 -2.7308 -0.014 -0.064 0.081
H -2.9677 0.5191 -0.6576 3.717 -4.627 -0.640
H -1.9544 0.3253 -2.0796 -2.131 1.125 2.226
H -2.1564 -1.4945 0.2537 1.241 0.069 -1.713
H -0.5977 -2.9219 -0.7836 -0.427 -0.066 -0.053
H -0.4653 -1.8367 -2.1587 -0.295 -1.539 1.259
H -2.9380 -3.5358 -1.4327 0.036 0.086 -0.102
H -1.8729 -3.7308 -2.8571 -0.013 0.062 0.148
O 2.3882 1.5660 -1.7140 -1.130 -0.597 -0.954
C 1.5012 1.0783 -2.4085 3.391 2.495 0.484
C 1.5194 1.1944 -3.8978 0.390 0.262 -1.125
C 0.2764 0.4719 -4.3161 -0.066 0.078 -1.088
C -0.3145 0.0229 -3.0196 2.613 1.715 -1.174
O -1.3627 -0.6144 -2.9764 1.771 -0.862 -5.764
N 0.4348 0.4034 -1.9887 -3.149 0.282 -2.614
H 2.4196 0.7210 -4.3013 0.006 0.278 0.139
H 1.4958 2.2477 -4.1936 0.271 -0.149 0.129
H 0.5025 -0.3935 -4.9465 -0.288 0.031 -0.035
H -0.4212 1.1333 -4.8388 -0.104 -0.275 -0.073
H 1.3958 0.9432 0.4965 2.087 -0.149 1.095